Entry 1:
Density functional theory data (ωB97M-V/def2-TZVPD) for a structure of composition C29H14BrCl2F5HfN5O3Se.

Computed properties:
* calculated total energy: -219220.3795 eV
* M: 983.7 g mol⁻¹
* energy above the lowest of the compared OMol25 structures with the same formula, charge and spin: 0.0 kcal per mole
* gap between HOMO and LUMO: 6.91 eV
* total charge: +1

The geometry in XYZ format:
```
61
Properties=species:S:1:pos:R:3:forces:R:3
Hf 0.102042 -0.057659 -0.126206 0.27 0.54 -0.13
Cl 6.864473 0.353372 -1.055896 0.01 0.00 -0.01
C 5.320786 0.413742 -0.291154 -0.01 -0.01 0.05
C 4.201538 0.655848 -1.079611 -0.01 0.02 -0.08
C 2.948321 0.701175 -0.493550 0.04 -0.02 0.15
N 1.709138 0.879359 -1.162322 0.01 -0.16 -0.04
C 1.602292 1.474726 -2.379990 -0.09 -0.03 -0.06
O 2.482534 1.822366 -3.135996 0.04 0.06 0.06
C 0.152202 1.656795 -2.766359 0.03 -0.12 -0.05
C -0.181279 2.245233 -3.966933 -0.03 0.10 0.01
C -1.521796 2.357558 -4.303456 0.03 -0.01 0.02
C -2.476000 1.841593 -3.440007 0.01 0.00 0.01
C -2.058775 1.232899 -2.272740 -0.07 0.01 -0.01
N -0.767513 1.156032 -1.921632 0.04 -0.12 0.00
C 2.820303 0.497350 0.894313 0.01 0.03 -0.02
C 3.935787 0.258459 1.674154 -0.01 -0.01 0.05
C 5.191374 0.217274 1.079257 -0.02 0.01 -0.06
Cl 6.565200 -0.090166 2.069980 0.01 0.00 0.01
N 1.484415 0.545408 1.359590 -0.04 0.01 -0.13
C 1.132517 1.099991 2.548902 -0.10 -0.13 0.04
O 1.820369 1.320989 3.518024 0.05 0.06 -0.03
C -0.331356 1.493741 2.535087 0.04 -0.12 0.09
C -0.919771 2.036070 3.656212 0.01 0.07 -0.04
C -2.235762 2.465362 3.575164 -0.02 -0.01 -0.03
C -2.911174 2.338889 2.370489 0.01 0.02 0.02
C -2.265264 1.747965 1.302645 0.01 0.04 -0.02
N -0.996929 1.319849 1.374940 -0.10 -0.14 0.08
H 4.322829 0.822831 -2.138271 0.00 0.00 0.00
H 0.617291 2.601042 -4.602206 0.00 0.00 0.00
H -1.817883 2.824190 -5.233243 0.00 0.00 0.00
H -3.530232 1.882901 -3.672277 0.00 -0.01 0.01
H -2.773921 0.759203 -1.614399 0.01 0.00 0.00
H 3.837242 0.114481 2.739413 0.01 0.00 0.00
H -0.324784 2.127406 4.553871 0.00 0.00 0.00
H -2.726223 2.900929 4.435262 0.00 0.00 0.00
H -3.931141 2.677722 2.256528 0.00 0.00 0.00
H -2.778076 1.610683 0.360532 0.01 -0.01 0.00
O 3.891104 -5.175444 -1.061191 0.02 -0.04 0.01
C 3.100925 -4.116936 -0.923598 -0.05 0.08 0.03
C 2.891686 -3.161981 -1.921859 0.02 -0.02 -0.02
C 2.067943 -2.102899 -1.651206 0.01 0.00 -0.03
N 1.426693 -1.930639 -0.475335 -0.04 -0.09 -0.02
C 1.633692 -2.868494 0.462695 -0.03 0.05 0.04
Br 0.741723 -2.640141 2.099784 0.02 0.04 -0.01
C 2.449084 -3.958262 0.298622 0.03 -0.05 0.01
H 4.313479 -5.202048 -1.929062 -0.01 0.01 -0.01
H 3.376499 -3.233479 -2.886047 0.00 0.00 0.00
H 1.915486 -1.337533 -2.400264 -0.02 0.02 0.02
H 2.590047 -4.676478 1.092235 0.00 0.00 0.00
F -6.645672 0.019622 2.447817 0.00 0.00 0.00
C -5.579943 -0.399484 1.781621 0.00 -0.01 -0.04
C -5.634516 -0.565022 0.406048 -0.03 0.02 0.05
F -6.762435 -0.312738 -0.246746 0.01 -0.01 0.00
C -4.506739 -0.985770 -0.277930 0.03 0.00 0.02
F -4.598821 -1.120249 -1.603537 0.00 0.00 -0.01
C -3.303988 -1.248247 0.368329 -0.05 0.01 -0.03
Se -1.798597 -1.901347 -0.613064 -0.02 -0.03 0.08
C -3.283320 -1.067289 1.743197 0.04 0.02 0.00
F -2.136182 -1.219793 2.425552 -0.10 -0.08 -0.01
C -4.395400 -0.651939 2.451534 0.04 -0.01 0.04
F -4.315525 -0.449015 3.764286 -0.01 0.01 -0.01
```
Forces are in eV/Å.

Calculated atomic charges, method Mulliken, unit e:
1 Hf 0.097
2 Cl -0.189
3 C 0.041
4 C -0.477
5 C 0.199
6 N 0.404
7 C 0.438
8 O -0.668
9 C 0.403
10 C -0.761
11 C -0.323
12 C -1.100
13 C 0.409
14 N 0.032
15 C -0.515
16 C -0.798
17 C 0.171
18 Cl -0.185
19 N 0.743
20 C 0.293
21 O -0.676
22 C 0.629
23 C -0.713
24 C -0.429
25 C -0.995
26 C -0.037
27 N 0.077
28 H 0.603
29 H 0.531
30 H 0.467
31 H 0.480
32 H 0.081
33 H 0.561
34 H 0.541
35 H 0.487
36 H 0.519
37 H 0.363
38 O -0.512
39 C 0.839
40 C -0.589
41 C -0.603
42 N 0.146
43 C 0.113
44 Br 0.053
45 C -0.514
46 H 0.320
47 H 0.380
48 H 0.359
49 H 0.521
50 F -0.298
51 C 0.685
52 C 0.302
53 F -0.284
54 C 0.148
55 F -0.391
56 C -0.028
57 Se -0.003
58 C 0.464
59 F -0.282
60 C -0.160
61 F -0.370

---

Entry 2:
Density functional theory data (ωB97M-V/def2-TZVPD) for a structure of composition C29H15N7O11Rh at a distorted geometry.

Computed properties:
* calculated total energy: -66272.3485 eV
* M: 740.4 g mol⁻¹
* energy above the lowest of the compared OMol25 structures with the same formula, charge and spin: 11.0 kcal per mole
* gap between HOMO and LUMO: 5.67 eV
* total charge: -1

The geometry in XYZ format:
```
63
Properties=species:S:1:pos:R:3:forces:R:3
Rh 0.802851 1.002957 -0.911941 1.43 1.21 1.40
O 7.313732 3.392983 -1.208639 0.43 -0.04 -0.11
C 7.031994 2.271516 -1.638834 -1.70 -0.37 0.09
O 7.637373 1.342243 -2.190087 0.40 0.21 0.11
C 5.479913 1.914587 -1.460833 1.54 0.41 -0.21
C 5.108597 0.842929 -0.654790 -0.53 -0.06 -0.07
C 3.771182 0.521126 -0.547746 0.32 -0.06 0.07
N 2.830798 1.208408 -1.210005 -0.19 -0.50 0.46
C 3.181947 2.258610 -1.955366 -0.23 0.65 -0.54
C 4.499178 2.649551 -2.114477 -0.58 -0.40 0.25
C 2.024034 3.066802 -2.571309 1.51 -0.36 0.07
O 2.283483 3.994120 -3.306173 -0.50 -0.09 0.17
O 0.844758 2.681173 -2.194775 -1.01 -1.65 0.25
H 5.849833 0.263648 -0.121831 0.04 0.00 -0.07
H 3.427530 -0.297989 0.075204 -0.08 0.04 -0.04
H 4.705788 3.515488 -2.725171 0.13 0.02 0.03
N -6.934373 -5.764048 -1.523800 0.03 0.04 0.00
C -6.080378 -4.995362 -1.482680 -0.26 -0.23 -0.02
C -5.013538 -4.044706 -1.431883 0.36 0.29 0.06
C -5.053271 -2.900125 -2.226252 -0.09 -0.13 0.01
C -4.025278 -1.979173 -2.158418 0.12 0.11 -0.10
C -2.929192 -2.194645 -1.325211 -0.16 -0.25 0.00
C -2.886648 -3.353712 -0.547648 0.01 0.24 0.04
C -3.927410 -4.260931 -0.582697 -0.14 -0.07 -0.06
C -1.822107 -1.212974 -1.261372 0.48 0.34 0.02
C -2.106069 0.085588 -0.842818 -0.21 -0.29 0.04
C -3.360526 0.640924 -0.473411 0.03 0.07 0.06
C -3.132295 1.958045 -0.141556 -0.20 -0.04 0.02
C -1.750215 2.177961 -0.298610 0.01 -0.26 -0.03
N -1.145432 1.064589 -0.704843 -0.77 0.68 0.20
C -0.537890 -1.627501 -1.641633 -0.46 0.04 -0.04
C -0.175746 -2.896879 -2.142852 0.33 -0.04 -0.04
C 1.168355 -2.839307 -2.466230 -0.34 -0.33 0.00
C 1.593214 -1.540708 -2.173458 -0.05 0.22 -0.08
N 0.583728 -0.814731 -1.686054 0.45 0.49 -0.42
H -5.887488 -2.744694 -2.896750 -0.01 0.03 0.02
H -4.057878 -1.091128 -2.776786 0.01 -0.01 0.01
H -2.050464 -3.504696 0.116637 0.08 -0.03 0.09
H -3.913297 -5.137777 0.050118 0.04 -0.01 -0.02
H -4.298219 0.109963 -0.453292 0.01 0.03 0.00
H -3.856745 2.688601 0.178437 0.01 0.00 0.00
H -1.185411 3.082744 -0.131206 0.01 0.00 -0.04
H -0.838454 -3.739394 -2.248930 0.00 0.01 -0.01
H 1.772682 -3.632448 -2.873504 0.04 0.04 -0.01
H 2.571803 -1.118439 -2.336764 -0.04 0.07 0.08
O -1.079286 1.349608 6.823348 0.08 0.02 -0.14
N -0.259010 1.941024 6.142544 -0.07 0.12 0.53
O 0.396168 2.891802 6.532538 -0.06 -0.07 -0.12
C -0.043577 1.480545 4.789294 0.05 -0.08 -0.50
C 0.783262 2.204270 3.946249 0.00 0.21 -0.05
C 0.951562 1.790078 2.646327 -0.75 -0.93 0.65
C 0.448782 0.524781 2.151990 0.15 0.20 0.03
O 0.859361 0.017669 1.077407 -0.11 -0.13 -1.22
C -0.459339 -0.131385 3.063763 0.47 0.72 0.17
C -0.696490 0.347971 4.335550 0.02 -0.11 -0.05
N -1.126474 -1.356799 2.700958 -0.34 -0.80 0.03
O -1.967396 -1.796735 3.473246 0.00 0.18 -0.02
O -0.816399 -1.918600 1.671225 0.04 0.08 -0.16
N 1.686823 2.641660 1.778980 0.41 0.39 -0.39
O 1.391019 2.676429 0.584047 -0.40 0.04 -0.80
O 2.529882 3.369845 2.232424 0.19 0.14 0.34
H 1.264855 3.108494 4.289372 -0.02 0.01 0.02
H -1.378211 -0.183815 4.980991 0.01 -0.01 0.02
```
Forces are in eV/Å.

Calculated atomic charges, method Mulliken, unit e:
1 Rh -0.123
2 O -0.679
3 C 0.106
4 O -0.683
5 C 0.497
6 C -0.930
7 C -0.593
8 N 0.599
9 C 0.470
10 C -0.400
11 C 0.394
12 O -0.684
13 O -0.481
14 H 0.434
15 H 0.620
16 H 0.591
17 N -0.551
18 C -0.053
19 C 0.619
20 C -0.946
21 C -0.274
22 C -0.557
23 C -0.127
24 C -1.034
25 C 0.808
26 C 0.291
27 C -0.530
28 C -1.416
29 C -0.635
30 N 0.704
31 C 0.609
32 C -0.431
33 C -1.500
34 C -0.559
35 N 0.411
36 H 0.443
37 H 0.564
38 H 0.625
39 H 0.446
40 H 0.626
41 H 0.459
42 H 0.613
43 H 0.612
44 H 0.451
45 H 0.643
46 O -0.634
47 N 1.033
48 O -0.638
49 C -0.711
50 C -0.359
51 C -0.073
52 C 1.179
53 O -0.430
54 C -0.542
55 C -0.315
56 N 1.092
57 O -0.719
58 O -0.544
59 N 0.899
60 O -0.422
61 O -0.595
62 H 0.658
63 H 0.671